Entry 1:
DFT (the ωB97M-V functional and the def2-TZVPD basis) results for a cluster of 2 separate species, C3H6BNO2 in total.

Element x y z (Å)
B 0.498 -0.008 -0.042
C -2.165 -0.045 0.253
C 0.446 2.435 0.019
C 0.511 -2.444 -0.196
N -3.294 -0.196 0.338
O 1.051 1.194 0.037
O 1.065 -1.150 -0.020
H 0.459 2.783 -0.907
H 1.001 3.136 0.701
H -0.602 2.458 0.516
H 0.408 -2.494 -1.330
H -0.501 -2.487 0.259
H 1.124 -3.181 0.372

Values from the calculation:
- HOMO energy (Eh) = -0.378
- max |F| (eV/Å) = 6.328
- frontier orbital gap (eV) = 9.85
- lowest unoccupied orbital energy (eV) = -0.446

---

Entry 2:
DFT (the ωB97M-V functional and the def2-TZVPD basis) results for a structure of composition C28H34N2O5PbS.

Element x y z (Å)
Pb -1.069 -0.301 -1.043
O -1.255 -2.194 -2.765
C -0.227 -2.178 -3.767
C 0.281 -0.764 -4.025
N 0.846 -0.083 -2.839
C 2.166 -0.632 -2.477
C 2.057 -1.798 -1.520
O 2.179 -2.947 -1.785
O 1.776 -1.532 -0.198
C 0.951 1.344 -3.183
C -0.429 2.069 -3.093
O -0.630 3.063 -3.726
O -1.262 1.524 -2.259
H -2.114 -2.167 -3.200
H -0.611 -2.576 -4.710
H 0.567 -2.837 -3.413
H -0.556 -0.152 -4.365
H 1.026 -0.794 -4.827
H 2.781 0.148 -2.018
H 2.689 -0.994 -3.370
H 1.362 1.487 -4.186
H 1.602 1.859 -2.474
C -5.556 2.130 -1.052
C -4.568 1.103 -1.624
C -5.328 0.080 -2.466
C -3.766 0.488 -0.505
C -3.828 -0.878 -0.166
C -3.212 -1.366 0.985
C -2.466 -0.533 1.815
C -1.892 -1.049 3.095
C -2.322 0.809 1.438
C -2.972 1.313 0.314
H -6.169 2.525 -1.857
H -5.043 2.963 -0.582
H -6.212 1.670 -0.318
H -3.864 1.640 -2.271
H -6.096 -0.417 -1.878
H -4.664 -0.671 -2.888
H -5.824 0.587 -3.289
H -4.449 -1.548 -0.739
H -3.359 -2.400 1.261
H -1.218 -1.885 2.919
H -2.697 -1.417 3.731
H -1.364 -0.269 3.636
H -1.783 1.485 2.085
H -2.907 2.366 0.090
N 1.662 -0.213 0.347
S 1.645 -0.545 2.067
C 3.248 -1.332 2.196
C 3.233 -2.712 2.350
C 4.428 -3.406 2.278
C 5.615 -2.727 2.048
C 5.612 -1.346 1.897
C 4.426 -0.634 1.966
C 1.913 1.102 2.726
C 1.539 2.250 2.041
C 1.709 3.478 2.665
C 2.211 3.548 3.956
C 2.561 2.389 4.630
C 2.414 1.154 4.020
H 2.504 0.317 0.100
H 2.300 -3.230 2.501
H 4.417 -4.478 2.387
H 6.544 -3.271 1.976
H 6.531 -0.816 1.706
H 4.433 0.441 1.843
H 1.122 2.189 1.047
H 1.427 4.376 2.138
H 2.315 4.507 4.439
H 2.936 2.439 5.638
H 2.684 0.251 4.545

Values from the calculation:
- HOMO energy (Eh) = -0.533
- max |F| (eV/Å) = 1.446
- net charge = +2
- frontier orbital gap (eV) = 8.13
- lowest unoccupied orbital energy (eV) = -6.367

---

Entry 3:
DFT (the ωB97M-V functional and the def2-TZVPD basis) results for an isolated molecule of C13H23BN2O3.

Element x y z (Å)
N 1.735 2.066 -0.382
O 4.259 2.953 0.277
O -2.228 0.211 -1.312
O -1.243 -1.649 -0.174
B -1.134 -0.352 -0.641
C 0.487 1.824 -0.703
C 0.131 0.510 -0.377
C 1.181 -0.011 0.329
N 2.131 0.975 0.279
C 3.347 2.816 2.520
C 5.466 1.670 1.885
C -4.088 -0.932 -2.429
C -4.121 -0.305 -0.010
C -3.142 -3.096 0.156
C -2.040 -2.850 -2.092
C 3.443 0.774 0.878
C 4.131 2.075 1.376
C -3.226 -0.786 -1.164
C -2.421 -2.143 -0.823
H 3.391 2.888 -0.192
H -0.130 2.563 -1.190
H 1.364 -0.981 0.748
H 2.443 3.276 2.146
H 3.956 3.614 2.967
H 3.093 2.182 3.320
H 6.012 1.172 1.098
H 5.378 1.014 2.766
H 6.078 2.538 2.212
H -3.485 -1.264 -3.299
H -4.887 -1.623 -2.178
H -4.529 0.044 -2.637
H -5.057 -0.842 0.057
H -4.362 0.761 -0.133
H -3.613 -0.387 0.979
H -3.601 -2.546 0.976
H -3.914 -3.604 -0.415
H -2.480 -3.846 0.551
H -2.932 -3.186 -2.595
H -1.454 -2.192 -2.724
H -1.435 -3.707 -1.796
H 4.084 0.330 0.086
H 3.412 0.047 1.663

Values from the calculation:
- HOMO energy (Eh) = -0.343
- max |F| (eV/Å) = 2.484
- SMILES string = CC(C)(O)Cn1cc(B2OC(C)(C)C(C)(C)O2)cn1
- frontier orbital gap (eV) = 9.91
- lowest unoccupied orbital energy (eV) = 0.573

---

Entry 4:
DFT (the ωB97M-V functional and the def2-TZVPD basis) results for a cluster of 2 separate species, C2H6FN2 in total.

Element x y z (Å)
C 1.053 0.147 0.591
C -2.329 -0.896 -0.365
N 1.232 1.417 0.972
N 1.321 -0.427 -0.539
F -1.615 -0.525 0.628
H -2.657 -1.947 -0.289
H -2.423 -0.093 -1.090
H 0.878 1.941 1.745
H 1.816 1.943 0.347
H 1.023 -1.385 -0.548
H 1.701 -0.175 -1.452

Values from the calculation:
- HOMO energy (alpha / beta) (Eh) = -0.428 / -0.605
- max |F| (eV/Å) = 4.009
- net charge = +1
- expectation value of S² = 2.0076
- spin multiplicity = 3
- frontier orbital gap (alpha / beta) (eV) = 7.48 / 9.35
- lowest unoccupied orbital energy (alpha / beta) (eV) = -4.170 / -7.122

---

Listing energy relative to the best compared isomer or geometry (same formula, charge and spin) for the structures above in their given order: 393.20; 192.61; 2.72; 0.00 kJ/mol.